# 1
DFT (ωB97M-V/def2-TZVPD) results for a structure of composition C35H60N6O6P3Ti.

Geometry as ORCA input:
```
! RIJCOSX wB97M-V def2-TZVPD def2/J DEFGRID3
* xyz 2 2
Ti 0.559 -1.052 -0.541
C 5.340 -2.966 1.491
N 3.926 -2.729 1.380
C 2.944 -3.535 1.856
C 1.760 -2.993 1.437
N 1.997 -1.875 0.699
C 3.324 -1.722 0.689
P 4.232 -0.157 0.486
C 3.202 0.582 -0.815
N 1.977 0.271 -1.235
C 1.733 1.088 -2.298
C 2.818 1.885 -2.527
N 3.742 1.553 -1.593
C 5.031 2.157 -1.400
C 3.361 0.561 1.926
N 2.061 0.383 2.091
C 1.807 0.716 3.373
C 2.965 1.109 3.997
N 3.953 0.995 3.071
C 5.342 1.291 3.286
H 5.594 -3.928 1.041
H 5.880 -2.181 0.960
H 5.655 -2.972 2.537
H 3.164 -4.411 2.434
H 0.764 -3.331 1.646
H 0.804 1.053 -2.833
H 2.994 2.643 -3.263
H 5.293 2.746 -2.276
H 5.020 2.803 -0.520
H 5.793 1.387 -1.259
H 0.819 0.618 3.774
H 3.164 1.457 4.990
H 5.450 2.266 3.766
H 5.798 0.538 3.932
H 5.862 1.299 2.328
C 1.236 -2.038 -2.660
C 1.333 -3.072 -1.689
C 0.046 -3.269 -1.117
C -0.849 -2.342 -1.741
C -0.116 -1.618 -2.733
C -0.733 -0.846 -3.862
C -2.342 -2.477 -1.673
C -0.409 -4.498 -0.383
C 2.527 -3.971 -1.579
C 2.353 -1.716 -3.610
H 0.029 -0.494 -4.551
H -1.331 -0.003 -3.522
H -1.396 -1.513 -4.414
H -2.662 -2.767 -0.670
H -2.655 -3.272 -2.357
H -2.840 -1.558 -1.971
H -1.143 -4.275 0.389
H 0.428 -5.030 0.063
H -0.888 -5.169 -1.100
H 3.454 -3.405 -1.485
H 2.606 -4.565 -2.492
H 2.445 -4.655 -0.739
H 2.198 -0.771 -4.129
H 2.422 -2.516 -4.350
H 3.304 -1.671 -3.075
C -4.184 -1.124 3.496
C -2.675 -1.237 3.665
C -2.128 -2.508 3.040
O -2.020 -0.063 3.143
P -1.538 0.220 1.667
O -0.584 -0.792 1.140
C -2.974 0.424 0.533
P -2.156 1.128 -0.936
O -0.790 0.585 -1.110
O -2.182 2.706 -0.749
C -1.321 3.445 -1.662
C -0.062 3.848 -0.916
C -2.075 4.648 -2.199
O -3.006 0.819 -2.233
C -4.321 1.353 -2.541
C -5.407 0.442 -1.982
C -4.385 1.466 -4.058
O -0.873 1.632 1.751
C -1.297 2.841 2.444
C -2.789 3.114 2.347
C -0.868 2.821 3.904
H -4.668 -1.945 4.017
H -4.469 -1.162 2.447
H -4.548 -0.199 3.932
H -2.430 -1.216 4.735
H -2.381 -2.543 1.981
H -2.548 -3.377 3.543
H -1.047 -2.526 3.143
H -3.754 1.064 0.932
H -3.390 -0.542 0.257
H -1.066 2.777 -2.495
H -0.310 4.604 -0.176
H 0.660 4.263 -1.613
H 0.365 2.980 -0.416
H -2.396 5.287 -1.381
H -2.946 4.348 -2.775
H -1.407 5.212 -2.845
H -4.407 2.346 -2.084
H -5.261 -0.578 -2.329
H -6.378 0.787 -2.328
H -5.418 0.455 -0.894
H -4.254 0.487 -4.513
H -3.596 2.121 -4.419
H -5.348 1.868 -4.360
H -0.741 3.618 1.910
H -3.347 2.343 2.873
H -3.118 3.189 1.315
H -3.001 4.065 2.828
H -1.412 2.050 4.442
H -1.096 3.782 4.359
H 0.198 2.642 3.995
*
```

Results
molar mass	801.69	g mol⁻¹
⟨S²⟩	0.75
LUMO energy (spin up / spin down)	-0.1549 / -0.1540	hartree
energy	-109473.42337	eV
HOMO energy (spin up / spin down)	-12.330 / -12.575	eV
gap between HOMO and LUMO (spin up / spin down)	0.2982 / 0.3081	Eh


# 2
DFT (ωB97M-V/def2-TZVPD) results for a structure of composition C35H61AsCl5N3O2PdSi6.

Geometry as ORCA input:
```
! RIJCOSX wB97M-V def2-TZVPD def2/J DEFGRID3
* xyz 2 5
Pd -0.329 0.149 -0.066
Cl 2.933 3.903 4.743
C 2.885 2.472 3.780
C 1.671 1.728 3.679
Cl 0.272 2.175 4.553
C 1.593 0.639 2.820
Cl -0.005 -0.116 2.526
C 2.729 0.270 2.053
O 2.681 -0.810 1.218
C 3.923 1.045 2.107
Cl 5.269 0.609 1.088
C 3.989 2.147 2.973
Cl 5.476 2.972 3.116
C 2.573 2.952 -2.887
Si 0.685 2.771 -2.753
C 0.348 4.526 -2.035
C 0.094 3.061 -4.563
C 0.049 1.202 -1.967
Si 1.139 -0.256 -2.448
C 1.057 -2.094 -1.927
C 1.074 -0.652 -4.340
C 3.003 0.065 -2.087
Si -1.782 1.366 -2.106
C -2.572 3.125 -2.005
C -2.503 0.752 -3.758
C -2.935 0.707 -0.787
C -4.330 0.763 -0.929
C -5.104 0.472 0.188
C -4.492 0.176 1.429
C -3.107 0.070 1.438
N -2.345 0.372 0.362
H 2.689 3.923 -3.371
H 3.082 2.220 -3.506
H 3.125 2.968 -1.937
H 0.060 5.185 -2.851
H 1.284 4.926 -1.643
H -0.406 4.626 -1.264
H 0.822 3.736 -5.013
H -0.877 3.549 -4.597
H 0.022 2.166 -5.168
H 1.827 -2.599 -2.514
H 1.320 -2.251 -0.875
H 0.101 -2.575 -2.131
H 0.092 -0.973 -4.648
H 1.757 -1.475 -4.503
H 1.368 0.195 -4.949
H 3.201 0.816 -1.319
H 3.555 0.338 -2.981
H 3.407 -0.877 -1.733
H -2.152 3.767 -2.779
H -2.414 3.606 -1.046
H -3.632 3.052 -2.222
H -1.774 0.314 -4.396
H -2.960 1.597 -4.241
H -3.297 0.017 -3.619
H -4.789 1.097 -1.865
H -6.186 0.517 0.107
H -5.106 0.042 2.306
H -2.543 -0.224 2.327
N 2.987 6.051 1.466
C 2.800 4.763 1.045
O 3.731 4.078 0.581
C 1.413 4.274 1.249
C 0.454 4.912 2.083
C -0.814 4.361 2.196
C -1.086 3.120 1.588
N -0.189 2.527 0.797
C 1.005 3.094 0.600
H 3.888 6.441 1.195
H 2.180 6.670 1.473
H 0.731 5.800 2.660
H -1.596 4.842 2.812
H -2.050 2.610 1.675
H 1.674 2.599 -0.083
C -1.062 -5.341 2.486
Si -1.696 -3.552 2.562
C -3.546 -3.673 3.005
C -0.949 -2.900 4.192
As -1.281 -2.268 0.593
Si -2.703 -3.361 -0.982
C -2.355 -2.898 -2.816
C -4.587 -3.053 -0.701
C -2.572 -5.256 -1.004
Si 3.345 -2.318 1.618
C 3.873 -2.060 3.418
C 4.742 -2.635 0.367
C 2.099 -3.743 1.407
H -1.897 -6.018 2.591
H -0.352 -5.504 3.297
H -0.547 -5.635 1.566
H -3.633 -4.036 4.017
H -4.066 -4.404 2.382
H -4.062 -2.713 2.948
H -0.933 -3.752 4.869
H -1.551 -2.114 4.655
H 0.075 -2.543 4.096
H -2.056 -1.859 -2.977
H -3.281 -3.129 -3.334
H -1.608 -3.542 -3.242
H -4.919 -2.248 -1.357
H -4.885 -2.825 0.319
H -5.123 -3.970 -0.985
H -1.578 -5.635 -1.257
H -3.276 -5.607 -1.744
H -2.870 -5.702 -0.060
H 3.052 -1.643 3.998
H 4.686 -1.326 3.467
H 4.247 -2.956 3.910
H 4.755 -1.871 -0.433
H 4.634 -3.607 -0.095
H 5.703 -2.588 0.849
H 1.117 -3.532 1.832
H 2.482 -4.648 1.876
H 1.931 -3.916 0.349
*
```

Results
molar mass	1083.02	g mol⁻¹
⟨S²⟩	6.02
LUMO energy (spin up / spin down)	-0.1904 / -0.2998	hartree
energy	-220035.82258	eV
HOMO energy (spin up / spin down)	-13.511 / -13.507	eV
gap between HOMO and LUMO (spin up / spin down)	0.3061 / 0.1966	Eh


# 3
DFT (ωB97M-V/def2-TZVPD) results for a cluster of 9 separate species, C35H61N10O3PS2 in total.

Geometry as ORCA input:
```
! RIJCOSX wB97M-V def2-TZVPD def2/J DEFGRID3
* xyz 0 1
C 0.662 -0.989 2.217
O 1.346 -2.207 1.747
C 2.253 -1.927 0.621
C 3.845 -2.086 1.034
C 4.674 -2.995 -0.058
C 4.438 -2.562 -1.624
C 4.500 -0.947 -1.911
C 3.173 -0.398 -2.764
C 3.010 1.232 -2.665
C 1.730 1.708 -1.698
P 2.151 3.290 -0.725
C 4.025 3.687 -0.372
C 2.081 2.448 0.981
C 1.071 3.235 2.026
C -0.412 2.550 2.172
S -1.302 2.279 0.532
C -2.613 0.971 0.946
S -3.498 1.274 2.406
N -2.889 -0.274 0.132
C -1.924 -0.455 -1.019
C -2.391 -1.663 -2.077
O -3.815 -1.581 -2.453
C -4.457 -0.359 -1.938
C -4.337 -0.398 -0.286
N 2.315 4.165 -2.288
C 1.338 5.153 -2.327
O 0.280 5.967 -2.323
H 0.281 -0.414 1.259
H 1.463 -0.318 2.765
H -0.242 -1.215 2.933
H 2.129 -0.830 0.171
H 1.972 -2.669 -0.257
H 4.327 -1.025 1.146
H 3.901 -2.614 2.083
H 5.802 -3.045 0.269
H 4.259 -4.108 0.054
H 3.402 -3.001 -1.963
H 5.267 -3.099 -2.276
H 5.432 -0.763 -2.613
H 4.666 -0.290 -0.942
H 3.411 -0.675 -3.899
H 2.186 -1.000 -2.488
H 4.033 1.684 -2.314
H 2.816 1.629 -3.774
H 0.875 2.008 -2.476
H 1.292 0.823 -1.073
H 1.111 4.238 -0.376
H 4.600 2.662 -0.173
H 4.163 4.458 0.503
H 4.464 4.095 -1.391
H 1.806 1.313 0.984
H 3.166 2.526 1.464
H 0.986 4.402 1.799
H 1.588 3.165 3.097
H -1.097 3.297 2.792
H -0.386 1.543 2.773
H -1.775 0.498 -1.693
H -0.908 -0.854 -0.543
H -2.039 -2.729 -1.732
H -1.778 -1.434 -3.076
H -5.623 -0.442 -2.169
H -4.075 0.639 -2.420
H -5.046 0.443 0.113
H -4.714 -1.483 0.036
C -5.992 -1.658 3.590
C -6.393 -0.733 2.516
N -6.710 -0.002 1.668
H -6.228 -1.255 4.580
H -6.501 -2.624 3.503
H -4.915 -1.857 3.570
C 2.246 -6.932 -1.067
C 1.769 -5.550 -1.238
N 1.392 -4.457 -1.374
H 2.882 -7.247 -1.901
H 2.835 -7.046 -0.151
H 1.415 -7.643 -1.008
C -8.180 2.321 -2.273
C -7.051 1.822 -3.076
N -6.159 1.428 -3.710
H -9.084 1.723 -2.430
H -7.957 2.295 -1.201
H -8.430 3.357 -2.526
C -4.166 4.233 -2.526
C -3.304 3.138 -2.053
N -2.622 2.272 -1.679
H -3.932 4.515 -3.558
H -5.225 3.956 -2.498
H -4.052 5.133 -1.912
C -0.079 -10.814 -0.917
C 1.127 -10.142 -0.403
N 2.079 -9.612 0.004
H -0.052 -10.913 -2.007
H -0.188 -11.822 -0.503
H -0.989 -10.260 -0.664
C 3.773 -1.274 5.251
C 3.295 0.108 5.079
N 2.918 1.200 4.944
H 4.409 -1.589 4.416
H 4.362 -1.388 6.167
H 2.942 -1.985 5.310
C -4.629 2.882 6.490
C -5.100 1.797 5.613
N -5.472 0.940 4.919
H -4.837 3.868 6.061
H -5.114 2.848 7.471
H -3.549 2.825 6.660
C 4.959 6.364 -3.788
C 6.355 6.071 -3.426
N 7.459 5.839 -3.140
H 4.273 5.600 -3.408
H 4.629 7.326 -3.380
H 4.823 6.410 -4.874
*
```

Results
molar mass	765.05	g mol⁻¹
LUMO energy	0.0154	hartree
energy	-89271.52625	eV
HOMO energy	-7.621	eV
SMILES	COCCCCCCCC[PH](C)(CCCSC(=S)N1CCOCC1)N=C=O.CC#N.CC#N.CC#N.CC#N.CC#N.CC#N.CC#N.CC#N
gap between HOMO and LUMO	0.2955	Eh